(one)
Density functional theory data (ωB97M-V with the def2-TZVPD basis set) for a gas-phase ion, C3H8NO (charge +1).

## Properties
HOMO level = -14.78 eV
E_LUMO = -0.14763 Ha
SMILES = C[NH2+]CC=O
Total charge = +1

Last column: Löwdin charge in e.
Geometry (Å):
O -2.86529 0.08780 1.15005  0.137
N 0.33573 0.17253 -0.52321  0.006
C -2.00946 0.55258 0.47442  -0.233
C 1.61093 -0.63794 -0.46004  0.031
C -0.57578 0.06820 0.62808  -0.090
H 2.34345 -0.02398 -0.98704  0.110
H -0.56785 -0.96873 0.96684  0.151
H 1.55977 -1.62382 -0.89719  0.112
H 1.98730 -0.64364 0.56093  0.112
H -0.13166 -0.09138 -1.39510  0.189
H -2.19108 1.34866 -0.27814  0.140
H 0.64288 1.12317 -0.69631  0.179
H -0.13893 0.63655 1.45670  0.157

---

(two)
Density functional theory data (ωB97M-V with the def2-TZVPD basis set) for 2 unconnected molecules or ions with the total composition C3H8NO.

## Properties
HOMO level = -14.81 eV
E_LUMO = -0.12857 Ha
Total charge = +1

Last column: Löwdin charge in e.
Geometry (Å):
O -1.08426 -0.51027 -1.29908  -0.040
N -0.04606 0.29096 1.14384  0.190
C 1.29059 0.20176 0.47766  -0.132
C -2.23084 -0.77354 -1.58106  -0.047
C 2.34576 0.76322 1.03195  0.083
H -0.12282 -0.29846 1.97401  0.175
H 3.28480 0.73007 0.49906  0.088
H -3.03514 -0.03933 -1.42678  0.100
H 1.26818 -0.42313 -0.39550  0.110
H -0.75572 -0.00525 0.44290  0.109
H -0.22968 1.26293 1.39976  0.173
H 2.31488 1.19106 2.02644  0.087
H -2.53622 -1.73112 -2.01896  0.103

---

(three)
Density functional theory data (ωB97M-V with the def2-TZVPD basis set) for 2 unconnected molecules or ions with the total composition C3H8NO.

## Properties
HOMO level = -13.93 eV
E_LUMO = -0.14405 Ha
Total charge = +1

Last column: Löwdin charge in e.
Geometry (Å):
O 0.47625 -0.54883 0.67279  -0.096
N -0.26061 -1.31578 -1.72441  0.264
C -1.12015 1.46794 0.94322  0.088
C 1.38230 0.43951 1.30107  0.018
C -0.04543 0.71776 0.91443  -0.316
H -2.02976 1.08761 0.34517  0.103
H 2.31536 0.77117 0.71471  0.146
H 1.61420 -0.04786 2.29500  0.140
H -0.44523 -0.30787 -2.16529  0.213
H 0.37054 -1.92554 -2.16868  0.113
H 0.13708 -1.03700 -0.76445  0.077
H -1.15817 2.42820 1.41616  0.074
H -1.23639 -1.72931 -1.77973  0.176

---

Which of them is the most stable? Correct choice: (one).

---

(one)
Density functional theory data (ωB97M-V with the def2-TZVPD basis set) for a gas-phase ion, C3H8NO (charge +1).

## Properties
HOMO level = -14.34 eV
E_LUMO = -0.14223 Ha
SMILES = [NH3+]CCC=O
Total charge = +1

Last column: Löwdin charge in e.
Geometry (Å):
O 1.16280 -1.19856 -0.84574  0.085
N -1.12585 -0.10398 1.51390  0.195
C -0.17120 0.81125 0.77652  -0.116
C -0.33756 0.61617 -0.73204  -0.118
C 0.87707 -0.12686 -1.29660  -0.235
H -1.00879 -1.07442 1.20288  0.174
H 1.47038 0.39285 -2.05943  0.137
H 0.83785 0.57077 1.09960  0.138
H -0.75841 1.43090 -1.31032  0.123
H -0.46450 1.80897 1.07521  0.133
H -1.11954 -0.15023 -0.90135  0.129
H -2.08839 0.15748 1.29151  0.175
H -1.01668 -0.12326 2.53139  0.179

---

(two)
Density functional theory data (ωB97M-V with the def2-TZVPD basis set) for a gas-phase ion, C3H8NO (charge +1).

## Properties
HOMO level = -15.33 eV
E_LUMO = -0.20244 Ha
Total charge = +1

Last column: Löwdin charge in e.
Geometry (Å):
O -1.02669 0.81657 0.13161  0.036
N -2.17459 0.04250 0.14487  0.142
C 0.24605 -1.15523 -0.13100  -0.009
C 0.18221 0.27989 -0.00872  -0.113
C 1.57988 1.15575 0.11572  0.107
H 2.32196 0.41011 0.10101  0.068
H -2.19157 -0.68318 -0.46924  0.069
H -3.03464 0.57489 0.23204  0.146
H 1.40120 1.54570 1.10252  0.098
H 0.06079 -1.66536 -1.11225  0.152
H 1.74369 1.97043 -0.52561  0.083
H 1.28919 -1.48499 -0.01168  0.111
H -0.39749 -1.80709 0.43071  0.109

---

Which of them is the most stable? Correct choice: (one).